# C29H27N2O

A cluster of 2 separate species, C29H27N2O in total in a non-equilibrium geometry (the ωB97M-V functional and the def2-TZVPD basis, OMol25).

As for the HOMO energy: -9.90 eV. As for the total charge: +1.

The geometry in XYZ format:
```
59
Properties=species:S:1:pos:R:3:nbo_charge:R:1
C -1.600 -3.831 1.249 -0.7008
C -0.167 -3.368 1.161 0.4760
C 0.237 -2.334 2.050 -0.2805
N 1.302 -1.489 1.774 -0.2412
C 2.228 -1.734 0.778 -0.0006
C 3.322 -0.916 0.601 -0.2005
C 3.527 0.178 1.437 -0.1875
C 2.566 0.451 2.412 -0.2227
C 1.470 -0.364 2.574 0.0193
O 0.606 -3.879 0.317 -0.6675
H -1.939 -3.986 2.284 0.2184
H -2.241 -3.058 0.795 0.2420
H -1.716 -4.761 0.684 0.2359
H -0.449 -2.005 2.831 0.2068
H 2.049 -2.590 0.140 0.2869
H 4.011 -1.164 -0.197 0.2390
H 4.420 0.791 1.342 0.2359
H 2.674 1.304 3.070 0.2413
H 0.685 -0.166 3.301 0.2254
C -1.988 -4.467 8.826 -0.3974
N -0.612 -4.832 8.537 -0.4891
C 0.033 -5.653 9.545 -0.4008
C -0.124 -4.813 7.221 0.2634
C 0.376 -3.618 6.639 -0.2194
C 0.973 -3.632 5.386 -0.1448
C 1.047 -4.819 4.619 -0.1879
C 1.818 -4.930 3.411 0.2862
C 1.617 -5.914 2.370 -0.0694
C 2.796 -5.959 1.548 0.0134
C 2.940 -6.900 0.534 -0.1930
C 1.881 -7.783 0.293 -0.1149
C 0.703 -7.710 1.051 -0.2116
C 0.561 -6.773 2.080 -0.1301
C 3.729 -4.971 2.061 0.0059
C 3.122 -4.346 3.207 -0.0830
C 3.881 -3.474 3.984 -0.1313
C 5.197 -3.197 3.605 -0.2283
C 5.774 -3.806 2.481 -0.1309
C 5.049 -4.716 1.709 -0.1928
C 0.453 -5.981 5.169 -0.0659
C -0.088 -5.994 6.443 -0.2672
H -2.394 -3.870 8.002 0.2094
H -2.626 -5.357 8.968 0.1851
H -2.028 -3.879 9.750 0.2040
H 1.082 -5.807 9.268 0.2101
H -0.005 -5.140 10.515 0.2109
H -0.452 -6.636 9.661 0.1795
H 0.346 -2.704 7.236 0.2380
H 1.388 -2.709 4.983 0.2207
H 3.863 -6.934 -0.046 0.2297
H 1.964 -8.521 -0.500 0.2341
H -0.109 -8.408 0.845 0.2340
H -0.367 -6.689 2.637 0.2289
H 3.458 -3.051 4.889 0.2261
H 5.796 -2.524 4.219 0.2337
H 6.802 -3.576 2.219 0.2329
H 5.489 -5.240 0.861 0.2312
H 0.505 -6.915 4.616 0.2184
H -0.483 -6.917 6.875 0.2364
```



# C5H15NO

A cluster of 2 separate species, C5H15NO in total in a non-equilibrium geometry (the ωB97M-V functional and the def2-TZVPD basis, OMol25).

As for the HOMO energy: -8.08 eV. Its SMILES is CNCC(C)C.O.

The geometry in XYZ format:
```
22
Properties=species:S:1:pos:R:3:nbo_charge:R:1
C -0.261 2.236 0.862 -0.3991
N -0.678 0.778 0.968 -0.6674
C 0.292 -0.149 1.111 -0.1798
C -0.250 -1.655 0.794 -0.2062
C -1.548 -1.978 1.485 -0.6187
C 0.808 -2.793 1.209 -0.6224
H -1.007 2.828 1.281 0.2028
H 0.655 2.316 1.515 0.1860
H -0.003 2.524 -0.207 0.1889
H -1.558 0.432 1.295 0.3729
H 1.073 0.241 0.323 0.1556
H 0.957 -0.204 2.007 0.1367
H -0.417 -1.605 -0.238 0.1949
H -1.790 -2.997 1.037 0.2145
H -1.390 -2.154 2.598 0.2060
H -2.336 -1.217 1.350 0.1998
H 1.789 -2.529 0.741 0.2118
H 1.090 -2.806 2.299 0.2127
H 0.304 -3.652 0.795 0.2111
O 1.235 2.992 -5.506 -0.9491
H 2.210 3.008 -5.631 0.4735
H 1.042 2.457 -4.660 0.4755
```



# C7H10Cl2N2O3

A cluster of 2 separate species, C7H10Cl2N2O3 in total in a non-equilibrium geometry (the ωB97M-V functional and the def2-TZVPD basis, OMol25).

As for the HOMO energy: -9.50 eV. Its SMILES is C=C[C@](N)(Cl)OC(=O)O[C@H](N)Cl.C#C.

The geometry in XYZ format:
```
24
Properties=species:S:1:pos:R:3:nbo_charge:R:1
C 1.891 -3.121 -0.226 -0.3336
C 1.064 -3.153 0.868 -0.2434
C 0.249 -1.898 1.338 0.4471
N 1.018 -1.237 2.270 -0.8351
Cl -1.471 -2.433 1.976 -0.1668
O -0.045 -1.173 0.141 -0.5028
C -0.728 -0.037 0.170 0.9879
O -1.131 0.495 1.173 -0.6010
O -0.973 0.308 -1.096 -0.4884
C -1.251 1.665 -1.120 0.2256
N -2.595 1.899 -0.860 -0.8623
Cl -0.705 2.205 -2.807 -0.1039
H 2.504 -4.053 -0.396 0.2088
H 2.166 -2.247 -0.815 0.2150
H 0.849 -4.102 1.253 0.2214
H 1.416 -1.888 2.940 0.3964
H 0.686 -0.373 2.686 0.4084
H -0.989 2.356 -0.065 0.2869
H -2.965 2.742 -1.200 0.3886
H -3.224 1.111 -1.077 0.3766
C 1.009 3.023 -0.727 -0.2690
C 1.355 3.694 -1.707 -0.2414
H 0.967 2.185 -0.045 0.2298
H 0.902 4.030 -2.675 0.2552
```



# C17H35BrN9ORu

A structure of composition C17H35BrN9ORu in a non-equilibrium geometry (the ωB97M-V functional and the def2-TZVPD basis, OMol25).

As for the HOMO energy (alpha / beta): -13.83 / -13.84 eV. As for the total charge: +2. As for the expectation value of S²: 0.926. As for the spin multiplicity: 2.

The geometry in XYZ format:
```
64
Properties=species:S:1:pos:R:3:lowdin_spin:R:1
Ru 0.645 0.287 0.378 0.9079
C -2.323 -3.336 -1.422 0.0006
N -0.987 -3.302 -1.985 0.0065
C -0.738 -4.053 -3.203 0.0007
C -0.054 -2.496 -1.431 0.0054
N -0.252 -1.748 -0.395 0.0112
N 1.193 -2.546 -2.027 0.0014
C 2.290 -1.745 -1.820 0.0008
N 3.400 -2.159 -2.465 0.0005
N 2.248 -0.663 -1.123 -0.0001
H -2.847 -4.210 -1.796 0.0000
H -2.888 -2.442 -1.698 0.0002
H -2.283 -3.422 -0.336 0.0001
H -1.658 -4.544 -3.507 0.0000
H 0.012 -4.835 -3.051 0.0002
H -0.433 -3.394 -4.020 0.0002
H -1.205 -1.778 -0.045 0.0004
H 1.335 -3.289 -2.697 0.0000
H 3.440 -3.042 -2.946 0.0001
H 4.264 -1.652 -2.363 0.0000
H 3.149 -0.188 -1.094 0.0007
O -0.944 -0.058 2.354 -0.0023
C -0.410 0.360 3.610 -0.0006
C 0.298 -0.780 4.334 0.0001
C 1.391 -1.400 3.451 0.0026
C 2.518 -0.454 3.156 -0.0001
C 3.490 -0.178 4.116 -0.0007
C 4.557 0.639 3.793 0.0011
C 4.639 1.139 2.501 -0.0007
C 3.626 0.835 1.611 -0.0006
N 2.581 0.076 1.936 -0.0088
H -1.515 -0.823 2.521 -0.0005
H -1.222 0.762 4.228 0.0003
H 0.290 1.172 3.379 -0.0006
H -0.424 -1.560 4.601 -0.0001
H 0.731 -0.396 5.258 0.0000
H 0.959 -1.732 2.492 0.0020
H 1.794 -2.273 3.968 0.0004
H 3.406 -0.612 5.100 -0.0001
H 5.310 0.880 4.528 0.0000
H 5.465 1.758 2.193 -0.0001
H 3.657 1.214 0.596 -0.0003
C -1.019 3.792 -2.386 0.0012
N -1.265 2.383 -2.163 0.0003
C -0.333 1.463 -2.749 0.0023
C -2.033 1.939 -1.120 -0.0007
N -1.683 0.860 -0.488 -0.0250
N -3.165 2.654 -0.837 -0.0034
C -3.971 3.290 -1.855 -0.0003
C -3.852 2.487 0.421 -0.0001
H 0.045 4.001 -2.266 0.0010
H -1.559 4.400 -1.667 0.0000
H -1.314 4.077 -3.398 -0.0001
H 0.275 1.987 -3.480 0.0003
H -0.874 0.651 -3.238 0.0000
H 0.328 1.008 -1.976 0.0000
H -2.364 0.529 0.188 -0.0011
H -3.479 3.273 -2.820 0.0000
H -4.187 4.324 -1.577 -0.0002
H -4.925 2.763 -1.947 0.0000
H -4.613 1.702 0.374 0.0000
H -4.356 3.422 0.668 0.0000
H -3.139 2.265 1.213 0.0000
Br 0.978 2.718 0.425 0.0976
```



Here are the calculated energy relative to the best compared isomer or geometry (same formula, charge and spin) numbers, same order: 243.0; 230.9; 366.9; 316.6 (kJ/mol).